1.
{
  "formula": "C5H8NS2",
  "method": "the ωB97M-V functional and the def2-TZVPD basis",
  "homo_energy_ev": -13.174,
  "multiplicity": 1,
  "relative_energy_ev": 1.030,
  "total_charge": 1,
  "species": ["S", "S", "N", "C", "C", "C", "C", "C", "H", "H", "H", "H", "H", "H", "H", "H"],
  "positions_angstrom": [[3.628, -0.204, -0.226], [0.497, -1.431, -0.367], [-1.101, 0.618, -0.045], [-1.045, -0.681, -0.112], [1.235, 1.227, 0.161], [1.849, -0.080, 0.248], [-0.088, 1.522, 0.018], [-2.282, -1.528, -0.094], [-3.125, -0.994, -0.546], [-1.965, 1.119, -0.180], [1.782, -0.405, 1.400], [3.500, 0.820, -0.967], [-2.317, -2.012, 0.957], [-0.289, 2.536, 0.104], [1.941, 2.000, 0.258], [-2.219, -2.507, -0.611]]
}



2.
{
  "formula": "C5H8O",
  "method": "the ωB97M-V functional and the def2-TZVPD basis",
  "homo_energy_ev": -8.359,
  "multiplicity": 1,
  "relative_energy_ev": 1.879,
  "species": ["O", "C", "C", "C", "C", "C", "H", "H", "H", "H", "H", "H", "H", "H"],
  "positions_angstrom": [[-1.390, 0.958, 0.478], [-1.104, -0.865, -0.543], [2.323, 0.307, -0.169], [-2.107, -0.288, 0.470], [0.941, 0.796, 0.137], [-0.278, 0.317, -0.072], [-2.036, -0.764, 1.456], [2.887, 1.057, -0.739], [-0.741, -1.885, -0.400], [-3.152, -0.152, 0.185], [2.363, -0.637, -0.718], [-1.472, -0.736, -1.567], [0.897, 1.723, 0.708], [2.869, 0.169, 0.774]]
}



The following energy values (in eV) correspond, in order, to the records above: -28466.7308, -7360.3759.
The following Kohn-Sham gap values (in eV) correspond, in order, to the records above: 8.10, 9.42.